Formula: C23H17Cl2N5
Source: the Open Molecules 2025 dataset
Level of theory: ωB97M-V/def2-TZVPD

Last column: Löwdin charge in e.
Element x y z (Å)
1 C 6.790 -3.678 -0.141  -0.0182
2 C 5.340 -3.086 -0.099  -0.2142
3 C 4.257 -3.884 -0.469  -0.0008
4 C 2.972 -3.301 -0.472  -0.0097
5 C 2.749 -2.126 0.153  -0.3932
6 C 1.396 -1.673 0.394  0.0785
7 C 0.272 -1.311 0.757  0.0276
8 C -0.931 -0.832 1.449  -0.1210
9 N -1.939 -0.187 0.494  -0.0757
10 C -2.467 1.124 0.701  -0.2676
11 C -3.798 1.459 0.895  0.0480
12 C -4.087 2.892 1.084  0.0356
13 C -3.115 3.859 1.298  -0.3222
14 N -3.371 5.146 1.603  0.0933
15 C -2.417 6.103 1.719  -0.1343
16 N -1.098 5.846 1.407  0.1101
17 C -0.856 4.542 1.169  -0.3333
18 N 0.400 4.394 0.729  0.1468
19 C -1.830 3.522 1.138  -0.1070
20 C -1.451 2.137 0.838  0.0166
21 C -2.274 -0.686 -0.816  -0.2766
22 C -2.903 -1.935 -0.845  -0.5846
23 Cl -3.809 -2.654 0.439  0.7123
24 C -2.906 -2.665 -2.044  -0.1059
25 C -2.373 -2.140 -3.195  -0.1001
26 C -1.788 -0.919 -3.197  -0.0981
27 C -1.719 -0.204 -1.985  -0.4819
28 Cl -0.804 1.345 -1.959  0.7071
29 N 3.690 -1.424 0.650  0.1314
30 C 5.006 -1.877 0.499  -0.0383
31 H 7.262 -3.540 0.807  0.0673
32 H 6.781 -4.697 -0.439  0.0627
33 H 7.346 -3.057 -0.804  0.0659
34 H 4.431 -4.813 -0.772  0.0651
35 H 2.163 -3.891 -0.906  0.1217
36 H -1.305 -1.562 2.140  0.0980
37 H -0.584 -0.053 2.175  0.1377
38 H -4.575 0.768 0.788  0.0885
39 H -5.080 3.340 0.947  0.1135
40 H -2.793 6.995 2.078  0.0770
41 H 0.471 3.724 -0.001  0.0783
42 H 0.884 5.246 0.534  0.1024
43 H -0.415 1.846 0.689  0.0871
44 H -3.481 -3.617 -1.977  0.1105
45 H -2.399 -2.669 -4.093  0.0944
46 H -1.423 -0.528 -4.165  0.1223
47 H 5.782 -1.282 0.803  0.0828

Calculated values
HOMO energy = -7.93 eV
structure (SMILES) = Cc1ccc(C#CCN(c2ccc3ncnc(N)c3c2)c2c(Cl)cccc2Cl)nc1
relative energy (zero: lowest compared OMol25 entry of this formula, charge and spin) = 64.9 kcal per mole

=====

Formula: C23H17Cl3F5N2SbSe4TcTe
Source: the Open Molecules 2025 dataset
Level of theory: ωB97M-V/def2-TZVPD

Last column: Löwdin charge in e.
Element x y z (Å)
1 Tc 2.047 -0.951 0.469  0.6512
2 Se 6.030 -4.717 -0.374  -0.0264
3 Sb 3.826 -3.906 -1.304  0.2780
4 Se 0.860 -2.591 -0.944  0.0577
5 Se 4.180 -1.514 -0.342  0.1038
6 Se 4.042 -5.166 0.872  -0.0728
7 Cl 5.174 0.070 4.847  0.6835
8 C 3.556 -0.569 4.691  -1.6360
9 Cl 3.533 -2.300 5.001  0.6643
10 Cl 2.441 0.276 5.750  0.6734
11 C 3.120 -0.402 3.288  -0.2851
12 N 2.783 -0.281 2.205  0.0275
13 C -2.960 -0.332 3.950  -0.0652
14 N -1.898 0.310 3.180  -0.2469
15 C -0.736 0.668 3.980  -0.0812
16 C -1.645 -0.241 1.883  -0.1311
17 C -0.826 0.633 -0.456  -0.3956
18 C -1.103 1.655 -1.519  -0.0862
19 C -0.267 2.043 -2.492  -0.0571
20 C 1.046 1.528 -2.873  -0.0140
21 C 1.889 0.724 -2.188  -0.0753
22 C 1.658 0.384 -0.831  -0.3721
23 H -3.256 0.318 4.774  0.0932
24 H -2.650 -1.299 4.374  0.0911
25 H -3.839 -0.486 3.325  0.0904
26 H -0.823 1.677 4.391  0.0974
27 H 0.172 0.636 3.373  0.0539
28 H -0.608 -0.029 4.820  0.0771
29 H -2.322 -1.078 1.712  0.1240
30 H -0.626 -0.626 1.791  0.1000
31 H -2.076 2.140 -1.475  0.1364
32 H -0.657 2.807 -3.155  0.1227
33 H 1.370 1.824 -3.866  0.1209
34 H 2.800 0.382 -2.666  0.1046
35 F 2.240 2.065 1.186  0.0777
36 C 0.933 1.910 0.943  -0.1956
37 C 0.613 0.781 0.037  -0.3092
38 C -1.910 0.719 0.682  -0.3691
39 F -3.112 0.308 0.080  -0.0397
40 C -2.174 2.147 1.099  -0.1671
41 F -3.450 2.510 1.105  0.1452
42 C -1.266 3.029 1.463  -0.1417
43 F -1.672 4.235 1.862  0.1394
44 C 0.176 2.845 1.506  -0.1414
45 F 0.797 3.781 2.236  0.1217
46 Te -1.291 -1.434 -1.286  1.5007
47 C -1.231 -1.278 -3.404  -0.4747
48 C -0.730 -2.386 -4.078  -0.1579
49 C -0.763 -2.405 -5.466  -0.0593
50 C -1.289 -1.328 -6.170  -0.0572
51 C -1.813 -0.241 -5.486  -0.0582
52 C -1.808 -0.218 -4.095  -0.1256
53 H -0.305 -3.225 -3.546  0.0641
54 H -0.379 -3.270 -5.995  0.1161
55 H -1.299 -1.342 -7.254  0.1155
56 H -2.242 0.592 -6.031  0.1159
57 H -2.260 0.616 -3.574  0.0944

Calculated values
HOMO energy (alpha / beta) = -10.35 / -10.34 eV
total charge = +1
relative energy (zero: lowest compared OMol25 entry of this formula, charge and spin) = 9.7 kcal per mole

=====

Formula: C23H17ClNO9Pt
Source: the Open Molecules 2025 dataset
Level of theory: ωB97M-V/def2-TZVPD

Last column: Löwdin charge in e.
Element x y z (Å)
1 Pt 2.009 -0.480 -0.269  1.3067
2 C -2.917 0.676 4.500  -0.0934
3 O -2.993 -0.707 4.200  -0.0850
4 C -2.042 -1.207 3.359  -0.2884
5 C -2.150 -2.590 3.089  -0.0304
6 C -1.241 -3.147 2.240  -0.0387
7 C -0.192 -2.424 1.619  -0.0908
8 C 0.720 -3.114 0.736  -0.3799
9 C 0.599 -4.585 0.416  0.0010
10 O 1.667 -2.570 0.150  -0.1078
11 C -0.085 -1.018 1.905  -0.3259
12 O 0.796 -0.203 1.459  -0.1610
13 C -1.057 -0.449 2.792  0.0447
14 H -3.732 0.885 5.188  0.0853
15 H -3.036 1.283 3.599  0.0941
16 H -1.966 0.928 4.973  0.0924
17 H -2.943 -3.166 3.548  0.1063
18 H -1.341 -4.203 2.038  0.0928
19 H -0.122 -5.151 0.997  0.0556
20 H 1.586 -5.032 0.527  0.0872
21 H 0.327 -4.634 -0.641  0.0943
22 H -0.960 0.612 2.966  0.1074
23 Cl 5.340 5.210 2.877  0.5931
24 C 4.576 4.047 1.802  -0.6747
25 C 3.874 4.507 0.668  -0.1105
26 C 3.276 3.621 -0.175  -0.0058
27 C 3.353 2.202 0.028  -0.3622
28 O 2.803 1.433 -0.831  -0.1669
29 C 4.059 1.767 1.190  -0.1308
30 C 4.199 0.393 1.604  -0.2091
31 O 3.815 -0.613 1.020  -0.0896
32 C 4.650 2.715 2.056  -0.0890
33 H 3.812 5.573 0.480  0.1001
34 H 2.724 3.960 -1.043  0.1148
35 H 4.718 0.246 2.567  0.1253
36 H 5.176 2.363 2.937  0.1072
37 O -0.633 -2.088 -1.757  0.0311
38 C -0.469 -0.916 -2.085  -0.6032
39 O 0.407 -0.079 -1.697  -0.1477
40 C -1.443 -0.326 -3.112  -0.1046
41 C -1.389 1.017 -3.466  0.0018
42 C -2.283 1.536 -4.390  -0.0018
43 C -3.215 0.684 -4.947  -0.1547
44 C -3.296 -0.654 -4.619  -0.0038
45 C -2.398 -1.153 -3.689  -0.0042
46 N -4.179 1.234 -5.948  -0.3563
47 O -4.966 0.463 -6.459  0.0563
48 O -4.075 2.406 -6.248  0.0579
49 H -0.633 1.639 -3.005  0.1191
50 H -2.264 2.576 -4.680  0.1134
51 H -4.046 -1.278 -5.082  0.1125
52 H -2.420 -2.191 -3.386  0.1156

Calculated values
spin multiplicity = 3
HOMO energy (alpha / beta) = -4.36 / -5.16 eV
total charge = -1
relative energy (zero: lowest compared OMol25 entry of this formula, charge and spin) = 0.0 kcal per mole

=====

Formula: C23H17F2N3O2
Source: the Open Molecules 2025 dataset
Level of theory: ωB97M-V/def2-TZVPD

Last column: Löwdin charge in e.
Element x y z (Å)
1 C 2.767 -5.300 -0.835  -0.0472
2 C 1.673 -4.280 -0.810  -0.2632
3 C 0.675 -4.316 -1.808  -0.0322
4 C -0.342 -3.408 -1.827  -0.0006
5 C -0.421 -2.406 -0.835  -0.2056
6 N -1.420 -1.512 -0.907  0.1815
7 C -1.521 -0.583 0.014  -0.2118
8 C -2.590 0.410 -0.160  -0.1546
9 C -3.769 0.068 -0.820  -0.0041
10 C -4.740 1.040 -0.991  -0.1405
11 N -4.607 2.286 -0.568  0.0564
12 C -3.485 2.615 0.048  -0.1466
13 C -2.449 1.726 0.280  -0.0122
14 C -0.624 -0.495 1.100  0.0456
15 C 0.447 -1.353 1.165  -0.0821
16 C 1.436 -1.215 2.276  -0.4219
17 O 1.774 -2.125 3.001  0.0941
18 N 1.925 0.048 2.472  0.1450
19 C 1.674 1.206 1.727  -0.2628
20 C 1.433 2.409 2.389  -0.0072
21 C 1.110 3.546 1.678  0.0051
22 C 1.028 3.496 0.291  -0.2422
23 O 0.666 4.675 -0.343  0.0804
24 C 0.167 4.609 -1.594  -0.4854
25 F -0.471 5.758 -1.842  0.1147
26 F 1.148 4.517 -2.531  0.0887
27 C 1.330 2.321 -0.383  0.0066
28 C 1.660 1.186 0.336  -0.0057
29 C 0.576 -2.367 0.182  -0.0824
30 C 1.618 -3.312 0.160  0.0283
31 H 2.347 -6.304 -0.781  0.0848
32 H 3.449 -5.162 0.000  0.0778
33 H 3.331 -5.227 -1.765  0.0844
34 H 0.731 -5.083 -2.567  0.1150
35 H -1.106 -3.426 -2.587  0.1133
36 H -3.903 -0.938 -1.183  0.1078
37 H -5.672 0.816 -1.493  0.1050
38 H -3.413 3.647 0.368  0.1061
39 H -1.546 2.058 0.771  0.0953
40 H -0.788 0.242 1.872  0.1303
41 H 2.444 0.164 3.335  0.1615
42 H 1.480 2.445 3.467  0.1183
43 H 0.905 4.478 2.177  0.1246
44 H -0.532 3.768 -1.768  0.1749
45 H 1.333 2.280 -1.461  0.1197
46 H 1.910 0.279 -0.193  0.1280
47 H 2.364 -3.281 0.940  0.1154

Calculated values
HOMO energy = -8.78 eV
structure (SMILES) = Cc1ccc2nc(-c3ccncc3)cc(C(=O)Nc3ccc(OC(F)F)cc3)c2c1